Entry from the OMol25 dataset: a single C20H21N5O4S molecule (the ωB97M-V functional and the def2-TZVPD basis).

Atoms and positions in Å:
C  6.943  0.325  1.013
O  5.995  1.216  0.481
C  4.739  0.754  0.241
C  4.301  -0.540  0.480
C  2.987  -0.909  0.199
C  2.528  -2.253  0.464
N  1.313  -2.563  0.245
N  0.856  -3.795  0.484
C  -0.471  -4.120  0.359
O  -0.867  -5.215  0.699
C  -1.339  -3.043  -0.188
C  -2.541  -2.764  0.454
C  -3.366  -1.757  -0.011
C  -3.014  -1.035  -1.144
C  -3.889  0.067  -1.645
S  -3.135  1.704  -1.300
C  -3.502  1.812  0.392
N  -4.253  0.997  1.084
N  -4.288  1.455  2.344
C  -3.568  2.531  2.404
N  -3.033  2.822  1.184
C  -2.176  3.909  0.808
C  -1.823  -1.332  -1.799
C  -0.988  -2.325  -1.327
C  2.097  0.025  -0.336
C  2.522  1.314  -0.579
O  1.739  2.322  -1.097
C  0.445  1.977  -1.530
C  3.842  1.693  -0.294
O  4.260  2.961  -0.531
H  7.126  -0.520  0.341
H  6.638  -0.050  1.995
H  7.860  0.903  1.119
H  4.973  -1.277  0.890
H  3.254  -2.974  0.860
H  1.472  -4.514  0.877
H  -2.814  -3.335  1.329
H  -4.280  -1.518  0.511
H  -3.996  0.043  -2.729
H  -4.862  0.069  -1.158
H  -3.410  3.124  3.280
H  -2.299  4.725  1.519
H  -2.443  4.252  -0.192
H  -1.131  3.592  0.803
H  -1.552  -0.773  -2.685
H  -0.070  -2.550  -1.847
H  1.090  -0.298  -0.537
H  0.009  2.891  -1.929
H  0.479  1.217  -2.315
H  -0.172  1.609  -0.705
H  3.517  3.446  -0.915

Cartesian forces, eV/Å:
0.160 -0.165 0.094
-0.350 0.210 -0.162
-0.180 0.406 -0.173
-0.166 -0.174 0.009
0.234 0.911 -0.208
-0.343 -0.922 0.165
0.347 0.761 0.025
0.688 -0.876 0.317
-0.024 0.019 0.027
-0.055 0.005 0.044
-0.395 0.120 -0.071
0.288 -0.184 -0.049
-0.050 0.025 -0.159
0.022 -0.213 0.125
0.100 0.396 0.212
-0.077 0.040 -0.457
0.073 0.134 0.080
0.016 -0.273 -1.020
-0.185 0.220 1.239
0.027 0.038 -0.027
-0.474 -0.650 -0.027
0.386 0.210 -0.120
-0.055 -0.088 0.025
-0.121 -0.008 -0.069
0.077 -0.052 0.028
0.152 0.136 0.002
0.707 -0.144 0.261
-0.280 -0.033 -0.027
-0.062 -0.103 0.019
0.023 0.014 -0.004
-0.018 0.028 0.032
0.006 0.006 -0.046
-0.039 -0.086 0.012
0.115 -0.066 0.055
-0.064 -0.023 -0.015
-0.294 0.204 -0.140
-0.026 -0.070 0.082
-0.057 0.024 0.028
-0.057 0.027 0.045
-0.029 -0.067 -0.138
0.072 0.195 0.196
0.003 -0.011 -0.085
0.002 0.087 0.080
-0.036 0.073 -0.007
0.045 0.029 -0.117
0.061 0.012 -0.034
-0.184 0.041 -0.055
-0.030 -0.069 0.015
-0.019 -0.018 0.013
0.033 -0.005 -0.047
0.028 -0.070 0.030

Output
LUMO energy ... 0.32 eV
Relative energy (zero: lowest compared OMol25 entry of this formula, charge and spin) ... 1.421 eV
HOMO-LUMO gap ... 0.299 Eh
Electronic energy ... -47554.9335 eV
SMILES ... COc1cc(/C=N/NC(=O)c2ccc(CSc3nncn3C)cc2)cc(OC)c1O

Here are the Löwdin charges for atoms 1 to 5, given in e:
1 C -0.08
2 O -0.06
3 C -0.20
4 C 0.02
5 C -0.21

***

Entry from the OMol25 dataset: a single C7H5Cl3N2 molecule (the ωB97M-V functional and the def2-TZVPD basis).

Atoms and positions in Å:
C  1.995  -0.814  1.049
C  1.827  -0.097  -0.255
Cl  3.282  -0.038  -1.174
C  0.712  0.497  -0.699
Cl  0.688  1.372  -2.182
C  -0.544  0.587  0.127
C  -0.677  1.978  0.600
N  -0.728  3.053  0.992
C  -1.878  0.164  -0.583
Cl  -1.657  -1.026  -1.873
C  -2.759  -0.443  0.423
N  -3.448  -0.910  1.213
H  1.066  -1.218  1.438
H  2.438  -0.143  1.785
H  2.681  -1.646  0.915
H  -0.459  -0.017  1.025
H  -2.397  1.043  -0.956

Cartesian forces, eV/Å:
0.060 -0.090 -0.048
-0.404 0.029 -0.006
0.028 0.072 -0.128
0.532 -0.266 0.113
-0.135 0.091 -0.009
-0.194 0.314 -0.142
0.008 -0.310 0.020
-0.102 0.252 0.051
-0.109 -0.046 0.598
0.098 -0.012 -0.124
-0.103 0.114 -0.028
0.058 0.006 0.031
-0.098 0.047 0.052
-0.016 0.030 0.067
0.015 -0.036 -0.017
0.203 -0.162 -0.043
0.159 -0.035 -0.385

Output
LUMO energy ... 0.33 eV
Relative energy (zero: lowest compared OMol25 entry of this formula, charge and spin) ... 0.000 eV
HOMO-LUMO gap ... 0.377 Eh
Electronic energy ... -47886.1915 eV
SMILES ... C/C(Cl)=C(/Cl)[C@@H](C#N)[C@@H](Cl)C#N

Here are the Löwdin charges for atoms 1 to 5, given in e:
1 C -0.10
2 C -0.73
3 Cl 0.70
4 C -0.72
5 Cl 0.71

***

Entry from the OMol25 dataset: 2 unconnected molecules or ions with the total composition C2H6O2 (the ωB97M-V functional and the def2-TZVPD basis).

Atoms and positions in Å:
C  0.503  -0.348  -1.724
C  1.588  -0.304  -0.981
O  1.913  -1.400  -0.205
H  0.111  0.525  -2.227
H  0.070  -1.306  -1.974
H  2.270  0.522  -0.802
H  2.872  -1.502  -0.156
O  -2.986  1.490  3.021
H  -2.627  0.672  2.647
H  -3.714  1.650  2.401

Cartesian forces, eV/Å:
0.020 0.277 -0.787
0.368 -0.502 0.948
0.348 -0.239 -0.410
0.206 0.023 -0.027
-0.313 -0.019 0.425
-0.425 0.340 -0.222
-0.211 0.120 0.078
-0.299 -0.436 -0.703
0.207 0.163 0.346
0.100 0.273 0.353

Output
LUMO energy ... 0.81 eV
Relative energy (zero: lowest compared OMol25 entry of this formula, charge and spin) ... 1.176 eV
HOMO-LUMO gap ... 0.373 Eh
Electronic energy ... -6265.0786 eV
SMILES ... C=CO.O

Here are the Löwdin charges for atoms 1 to 5, given in e:
1 C 0.00
2 C -0.28
3 O -0.04
4 H 0.05
5 H 0.06

***

Entry from the OMol25 dataset: 2 unconnected molecules or ions with the total composition C5H13NO2 (the ωB97M-V functional and the def2-TZVPD basis).

Atoms and positions in Å:
C  -0.747  1.114  -2.407
C  0.288  1.016  -1.244
C  1.334  2.130  -1.195
C  -0.571  1.004  0.071
N  -1.200  2.298  0.276
C  0.187  0.526  1.316
O  0.033  -0.592  1.719
H  -0.457  1.911  -3.120
H  -0.987  0.163  -2.882
H  -1.722  1.568  -2.160
H  0.650  -0.004  -1.438
H  1.244  2.787  -2.097
H  2.386  1.853  -1.148
H  1.134  2.878  -0.428
H  -1.384  0.279  -0.065
H  -2.142  2.183  0.617
H  -1.080  2.990  -0.446
H  0.886  1.298  1.718
O  0.754  -6.433  1.570
H  0.523  -5.526  1.793
H  -0.067  -6.937  1.532

Cartesian forces, eV/Å:
-0.459 1.909 -0.421
-1.625 -0.742 0.177
-0.102 1.275 -1.290
-0.323 -0.228 -0.561
0.489 -0.069 0.912
-0.201 0.626 -1.444
0.370 0.002 0.608
0.461 -0.956 -0.256
0.380 0.111 -0.111
0.189 -0.477 0.722
0.746 0.446 0.682
0.184 -0.743 0.280
-0.162 -0.347 0.177
0.054 -0.375 0.488
0.358 -0.279 -0.079
0.005 0.439 -0.279
-0.264 -0.166 0.002
-0.102 -0.439 0.392
0.057 -0.161 -0.044
-0.154 -0.101 -0.011
0.098 0.275 0.054

Output
LUMO energy ... 0.83 eV
Relative energy (zero: lowest compared OMol25 entry of this formula, charge and spin) ... 2.077 eV
HOMO-LUMO gap ... 0.367 Eh
Electronic energy ... -10979.8017 eV
SMILES ... CC(C)[C@H](N)C=O.O

Here are the Löwdin charges for atoms 1 to 5, given in e:
1 C -0.08
2 C -0.34
3 C -0.07
4 C -0.37
5 N 0.04

***

Entry from the OMol25 dataset: 2 unconnected molecules or ions with the total composition CH4NO3 (the ωB97M-V functional and the def2-TZVPD basis).

Atoms and positions in Å:
N  0.347  -0.898  -1.255
C  0.637  0.467  -0.762
O  -0.439  0.949  -0.348
O  1.829  0.870  -0.783
H  -0.534  -1.277  -1.071
H  1.059  -1.560  -1.274
H  -0.634  1.049  2.174
H  -1.059  0.114  1.197
O  -1.207  0.287  2.122

Cartesian forces, eV/Å:
1.159 1.953 -0.690
0.224 -1.988 -0.024
0.171 1.421 0.202
-1.596 -0.358 -0.111
-1.346 -0.160 0.507
1.500 -0.953 -0.038
0.214 0.493 0.297
-0.069 -0.188 -1.332
-0.258 -0.219 1.189

Output
LUMO energy ... 4.47 eV
Total charge ... -1
Relative energy (zero: lowest compared OMol25 entry of this formula, charge and spin) ... 0.353 eV
HOMO-LUMO gap ... 0.333 Eh
Electronic energy ... -8736.5894 eV

Here are the Löwdin charges for atoms 1 to 5, given in e:
1 N 0.08
2 C -0.79
3 O -0.12
4 O -0.09
5 H 0.02

***

Entry from the OMol25 dataset: 2 unconnected molecules or ions with the total composition C5H16NO (the ωB97M-V functional and the def2-TZVPD basis).

Atoms and positions in Å:
C  0.024  -1.027  0.014
C  -0.419  0.392  -0.388
C  -1.177  0.306  -1.748
C  -1.472  0.976  0.600
C  -1.299  2.118  1.526
N  1.182  -1.523  -0.687
H  -0.807  -1.760  -0.039
H  0.379  -1.166  1.156
H  0.355  1.234  -0.511
H  -1.018  1.090  -2.328
H  -0.804  -0.612  -2.213
H  -2.280  0.291  -1.637
H  -2.494  1.138  0.090
H  -1.678  0.133  1.187
H  -0.485  1.946  2.267
H  -1.456  3.072  1.006
H  -2.266  2.249  2.152
H  1.001  -2.115  -1.554
H  1.534  -0.629  -1.020
H  1.837  -1.850  -0.086
H  3.902  -0.692  1.003
H  4.025  -2.134  0.567
O  3.416  -1.439  0.645

Cartesian forces, eV/Å:
-0.879 -0.947 4.481
1.074 0.542 -0.962
-1.212 -3.376 2.878
-3.271 3.752 -0.924
0.588 -1.891 0.759
-2.802 1.783 -5.382
0.264 0.614 -0.291
-1.036 1.019 -2.279
-0.379 -1.608 0.733
1.100 3.827 -2.467
-0.510 -0.005 -0.246
0.484 -0.649 -0.195
1.402 -0.421 0.609
-0.504 -2.546 1.223
-0.194 0.991 -0.901
0.326 0.833 0.131
0.428 -0.277 -0.628
0.340 0.566 1.469
1.271 -0.339 -0.585
3.244 -1.763 2.397
0.138 0.056 0.136
1.594 -1.631 -0.061
-1.468 1.471 0.106

Output
Spin multiplicity ... 2
LUMO energy (spin up / spin down) ... -6.49 / -14.03 eV
Total charge ... +2
Relative energy (zero: lowest compared OMol25 entry of this formula, charge and spin) ... 1.862 eV
HOMO-LUMO gap (spin up / spin down) ... 0.473 / 0.196 Eh
Electronic energy ... -8959.9252 eV

Here are the Löwdin charges for atoms 1 to 5, given in e:
1 C -0.15
2 C -0.24
3 C 0.04
4 C -0.15
5 C 0.03

***

Entry from the OMol25 dataset: 2 unconnected molecules or ions with the total composition C4H8O (the ωB97M-V functional and the def2-TZVPD basis).

Atoms and positions in Å:
C  -0.407  -3.653  0.134
C  -0.722  -2.312  0.032
C  0.194  -1.245  -0.185
C  -0.282  0.103  -0.240
H  0.638  -3.914  0.240
H  -1.217  -4.358  0.307
H  -1.777  -2.048  0.017
H  1.161  -1.492  0.170
H  -1.119  0.374  0.411
H  0.322  0.897  -0.650
H  0.671  5.215  0.119
H  1.544  6.313  -0.563
O  0.995  6.119  0.207

Cartesian forces, eV/Å:
-0.565 0.659 0.462
0.732 -0.113 -0.522
-2.281 0.341 0.868
0.266 -0.537 0.254
0.006 -0.451 -0.102
0.376 -0.208 0.026
-0.148 0.047 -0.127
1.563 -0.122 -0.552
-0.177 0.149 -0.549
0.234 0.268 0.233
0.174 0.080 -0.168
-0.206 -0.322 0.137
0.025 0.208 0.042

Output
Spin multiplicity ... 2
LUMO energy (spin up / spin down) ... 3.06 / 3.05 eV
Total charge ... -1
Relative energy (zero: lowest compared OMol25 entry of this formula, charge and spin) ... 1.315 eV
HOMO-LUMO gap (spin up / spin down) ... 0.118 / 0.185 Eh
Electronic energy ... -6322.4473 eV

Here are the Löwdin charges for atoms 1 to 5, given in e:
1 C -0.15
2 C -0.34
3 C -0.34
4 C -0.18
5 H 0.00

***

Entry from the OMol25 dataset: a molecular structure, C41H35CdN7O2S (the ωB97M-V functional and the def2-TZVPD basis).

Atoms and positions in Å:
Cd  1.280  1.337  0.363
C  1.993  -0.146  4.785
C  1.934  0.710  3.672
N  1.043  0.584  2.723
C  0.136  -0.422  2.774
C  0.143  -1.356  3.832
C  1.100  -1.176  4.855
C  -0.769  -2.439  3.825
C  -1.610  -2.580  2.763
C  -1.632  -1.653  1.698
C  -0.824  -0.527  1.688
N  -0.761  0.458  0.727
C  -1.827  0.927  0.022
C  -3.135  0.450  0.010
C  -4.131  1.014  -0.809
C  -3.886  2.070  -1.636
C  -2.595  2.647  -1.623
C  -2.262  3.776  -2.404
C  -1.016  4.330  -2.322
C  -0.087  3.749  -1.444
N  -0.362  2.691  -0.723
C  -1.584  2.109  -0.794
H  2.743  0.010  5.548
H  2.650  1.519  3.556
H  1.119  -1.875  5.683
H  -0.767  -3.145  4.646
H  -2.286  -3.424  2.716
H  -2.278  -1.870  0.861
H  -3.422  -0.372  0.641
H  -5.119  0.571  -0.782
H  -4.651  2.479  -2.283
H  -3.016  4.196  -3.060
H  -0.740  5.197  -2.906
H  0.910  4.164  -1.332
S  5.758  2.583  0.531
C  5.694  1.103  -0.320
C  4.417  0.636  -0.425
C  3.432  1.479  0.172
C  4.031  2.576  0.730
C  3.335  3.657  1.442
C  4.005  4.715  2.065
C  3.274  5.682  2.726
C  1.889  5.584  2.765
C  1.304  4.505  2.128
N  1.998  3.572  1.485
H  6.603  0.652  -0.688
H  4.179  -0.294  -0.927
H  5.085  4.769  2.028
H  3.780  6.508  3.211
H  1.281  6.319  3.274
H  0.226  4.374  2.126
C  1.977  -2.627  0.631
O  1.317  -1.704  -0.227
H  1.850  -3.658  0.286
H  1.611  -2.554  1.658
H  3.038  -2.383  0.621
H  0.389  -1.677  0.039
C  -3.444  -5.692  1.474
C  -2.931  -4.794  0.381
C  -1.586  -4.781  0.030
C  -1.122  -3.981  -0.999
C  -1.997  -3.157  -1.703
N  -1.445  -2.341  -2.706
C  -2.123  -1.657  -3.680
O  -3.304  -1.784  -3.928
N  -1.329  -0.797  -4.428
C  -0.108  -0.206  -4.050
C  0.870  0.077  -4.995
C  2.042  0.688  -4.582
C  2.211  0.980  -3.237
N  1.276  0.713  -2.330
C  0.146  0.149  -2.728
C  -3.345  -3.144  -1.358
C  -3.790  -3.959  -0.327
H  -2.655  -5.937  2.186
H  -3.818  -6.633  1.063
H  -4.264  -5.225  2.019
H  -0.883  -5.402  0.574
H  -0.069  -3.984  -1.258
H  -0.441  -2.257  -2.691
H  -1.827  -0.399  -5.208
H  0.710  -0.184  -6.034
H  2.822  0.923  -5.293
H  3.116  1.447  -2.866
H  -0.601  -0.031  -1.964
H  -4.032  -2.510  -1.896
H  -4.843  -3.940  -0.068

Cartesian forces, eV/Å:
0.003 0.059 -0.036
0.001 -0.007 0.011
-0.009 0.020 -0.003
0.026 -0.007 -0.025
-0.016 -0.013 0.040
0.011 0.022 -0.014
-0.003 0.004 -0.011
-0.018 -0.014 -0.005
0.003 -0.011 0.022
0.033 0.023 0.002
-0.002 0.006 -0.022
0.010 -0.057 0.015
-0.034 0.014 0.001
0.012 0.020 -0.018
-0.005 0.001 0.008
-0.003 0.003 -0.010
0.020 -0.013 0.021
0.006 0.004 0.002
-0.009 0.004 -0.012
-0.009 -0.002 0.019
0.043 -0.015 0.001
-0.023 -0.006 0.019
-0.003 0.000 0.003
0.006 -0.006 -0.007
0.001 0.001 0.002
-0.002 -0.005 -0.003
-0.002 -0.003 0.005
-0.013 0.024 0.000
0.012 -0.022 0.013
0.000 0.006 -0.006
-0.002 -0.002 0.002
0.002 0.002 -0.001
-0.001 0.001 0.001
0.002 -0.003 -0.003
-0.016 0.015 -0.030
0.006 -0.019 0.048
-0.022 0.025 -0.047
-0.005 0.005 0.070
0.021 -0.014 -0.023
-0.012 0.000 0.054
0.007 0.004 -0.017
-0.007 -0.002 0.000
0.004 0.003 0.008
-0.003 -0.003 -0.024
0.006 -0.010 -0.018
0.003 0.000 0.007
0.003 0.002 -0.002
0.000 0.002 -0.001
0.002 0.000 0.000
0.001 0.001 0.002
0.001 0.000 0.003
0.021 0.025 -0.005
-0.047 -0.083 0.003
-0.008 0.001 0.003
0.007 0.009 0.002
-0.001 0.000 -0.003
-0.001 0.040 -0.025
0.003 -0.003 -0.001
-0.010 -0.004 0.000
-0.007 0.000 0.009
0.014 0.007 -0.014
0.000 -0.030 0.009
-0.014 0.013 -0.030
-0.012 0.083 0.082
0.023 -0.042 -0.026
-0.002 -0.035 -0.048
0.022 0.040 0.021
0.017 -0.009 0.002
-0.001 -0.004 -0.009
-0.004 0.014 0.018
0.012 0.002 0.006
-0.035 -0.028 -0.030
-0.014 0.004 -0.008
0.012 -0.007 -0.008
-0.001 0.004 0.000
-0.003 -0.001 0.003
0.001 0.001 0.001
-0.007 -0.008 -0.005
0.000 0.001 0.000
0.011 -0.010 0.003
-0.009 0.000 0.007
-0.006 -0.002 0.002
0.000 0.004 0.002
0.003 -0.007 -0.003
0.005 -0.011 -0.002
0.004 -0.002 0.000
-0.001 0.001 0.001

Output
LUMO energy ... 0.27 eV
Relative energy (zero: lowest compared OMol25 entry of this formula, charge and spin) ... 0.000 eV
HOMO-LUMO gap ... 0.255 Eh
Electronic energy ... -73012.9102 eV

Here are the Löwdin charges for atoms 1 to 5, given in e:
1 Cd 1.38
2 C -0.05
3 C -0.13
4 N 0.05
5 C -0.18

***

- electronic energy of number 6 (C5H16NO)?
  -8959.9252 eV

***

- relative energy (zero: lowest compared OMol25 entry of this formula, charge and spin) of number 4 (C5H13NO2)?
  2.077 eV

***

- What is the relative energy (zero: lowest compared OMol25 entry of this formula, charge and spin) in the fourth record?
  2.077 eV